Record 1
Formula: C53H43CaClGeN6O11S2
Source: the OMol25 dataset
Level of theory: ωB97M-V/def2-TZVPD

Structure (XYZ):
```
118
Properties=species:S:1:pos:R:3:forces:R:3
Ca -0.235 0.391 0.011 1.2811 1.4917 0.8553
O 0.633 -4.576 3.320 -0.1208 -0.1211 -0.0174
C 0.528 -3.284 2.899 0.0232 0.1429 0.0167
C 1.637 -2.454 2.825 -0.0064 -0.1405 0.0317
C 1.465 -1.165 2.363 -0.1190 0.1446 0.0510
N 0.273 -0.690 1.994 0.0710 -0.8737 0.8893
C -0.796 -1.493 2.095 0.1064 0.0692 0.1783
C -0.721 -2.794 2.556 -0.1048 -0.0926 -0.0125
C -2.134 -0.894 1.623 -0.4354 0.1663 0.2678
O -3.144 -1.594 1.720 0.2644 0.1058 -0.0304
O -2.038 0.297 1.168 -1.0762 -0.6127 0.9681
C 2.649 -0.215 2.255 0.2305 0.6752 -0.5358
O 3.475 -0.220 3.180 -0.0908 -0.1456 -0.1526
O 2.642 0.507 1.207 0.0738 -0.2250 0.2564
H 1.566 -4.778 3.420 0.1196 -0.0293 0.0529
H 2.629 -2.789 3.104 0.0093 0.0314 0.0408
H -1.615 -3.400 2.611 0.0315 0.0201 -0.0559
N 3.018 3.837 -0.891 0.0376 -0.0110 -0.0251
C 3.431 4.076 -2.214 0.1288 0.0389 -0.0835
C 4.783 4.229 -2.486 0.0290 -0.0426 0.0885
C 5.225 4.471 -3.783 0.0532 -0.0133 0.0151
C 4.313 4.568 -4.819 -0.0147 0.0110 -0.0231
C 2.955 4.418 -4.547 -0.0106 -0.0216 -0.0824
C 2.510 4.178 -3.259 -0.1548 -0.0393 0.1507
S 0.772 3.997 -2.943 0.1148 0.0233 -0.1989
N 0.693 3.667 -1.311 -0.1531 -0.1700 0.1800
C 1.699 3.578 -0.549 0.0028 0.0526 0.0200
C 1.437 3.298 0.897 -0.1450 -0.0464 0.0670
C 2.173 3.950 1.875 0.0228 -0.0613 0.0063
C 1.828 3.756 3.202 0.0048 0.0274 0.0063
C 0.754 2.941 3.502 0.0154 0.0159 0.0568
C 0.083 2.316 2.462 -0.0735 0.1388 -0.2414
N 0.421 2.477 1.180 0.2292 0.5341 0.3983
H 3.722 3.452 -0.279 0.0460 -0.1067 0.0260
H 5.493 4.151 -1.668 0.0142 -0.0370 -0.0407
H 6.289 4.575 -3.972 -0.0817 -0.0121 0.0157
H 4.645 4.758 -5.834 -0.0222 -0.0356 0.0723
H 2.224 4.477 -5.350 0.0832 0.0022 0.0617
H 2.986 4.604 1.595 0.0232 0.0410 0.0120
H 2.381 4.254 3.989 0.0124 -0.0248 -0.0058
H 0.435 2.784 4.524 0.0239 -0.0403 -0.0309
H -0.773 1.672 2.640 0.1324 -0.0130 -0.0285
O -5.614 1.452 -2.154 -0.1217 -0.0293 0.0214
C -5.743 0.189 -1.813 -0.0566 -0.0624 0.0679
O -6.835 -0.336 -1.714 0.1106 0.0330 -0.0186
C -4.480 -0.580 -1.589 0.0180 0.1465 -0.1227
C -4.420 -1.942 -1.389 0.1921 -0.0300 -0.0539
Cl -5.726 -3.019 -1.185 0.0666 -0.0625 0.0506
N -3.112 -2.311 -1.326 -0.1467 -0.1593 0.1098
N -2.317 -1.226 -1.410 -0.1155 0.0513 -0.2283
C -3.108 -0.187 -1.586 0.0067 -0.0014 0.0673
C -2.475 1.183 -1.755 0.1091 0.2990 -0.3388
O -3.220 2.106 -2.175 0.1616 -0.2057 0.1021
O -1.247 1.309 -1.521 -1.8351 0.6407 -1.7893
C -2.499 -3.607 -1.223 -0.0145 0.0717 -0.0508
C -3.137 -4.763 -1.663 0.0116 0.0254 -0.0028
C -2.494 -5.989 -1.551 0.0177 0.0542 0.0131
C -1.209 -6.070 -1.035 -0.0024 0.0217 -0.0101
C -0.557 -4.904 -0.659 0.0811 -0.0527 0.0422
C -1.195 -3.679 -0.751 -0.0892 0.1403 0.0152
H -4.625 1.739 -2.174 0.0801 0.0621 -0.0274
H -4.117 -4.724 -2.104 -0.0599 0.0277 -0.0065
H -3.002 -6.882 -1.893 -0.0183 -0.0049 0.0087
H -0.712 -7.029 -0.951 -0.0055 0.0253 -0.0177
H 0.469 -4.929 -0.308 -0.0931 0.0391 -0.0419
H -0.662 -2.772 -0.507 0.0778 0.0091 0.0367
C -2.443 0.986 -5.377 0.1377 -0.0909 0.0438
S -1.030 0.152 -4.620 -0.0879 -0.0143 -0.1701
C -0.761 -1.113 -5.882 -0.0766 0.1158 0.1770
H -2.159 1.419 -6.339 -0.0803 0.0155 0.0418
H -2.750 1.771 -4.686 -0.0117 -0.0095 -0.0329
H -3.270 0.284 -5.510 0.0344 0.0808 0.0081
H -1.675 -1.693 -6.029 0.0926 -0.0164 -0.0226
H 0.025 -1.770 -5.506 -0.0343 0.0231 -0.0903
H -0.450 -0.658 -6.825 0.0131 -0.0930 -0.0089
O 1.916 -2.765 -1.893 -0.2360 0.2743 0.1891
C 1.534 -1.595 -1.739 -0.0601 -0.4372 0.4195
O 0.734 -1.185 -0.813 2.0250 -1.9181 -1.9337
C 2.084 -0.541 -2.702 0.0018 0.1196 0.2948
C 2.975 0.494 -1.997 -0.1169 -0.4797 0.4627
Ge 4.649 -0.217 -1.208 0.6990 -0.1304 -0.8618
C 5.569 -0.809 -2.903 -0.0530 0.0012 -0.0211
C 6.320 -1.984 -2.993 -0.0409 0.0764 -0.0134
C 6.963 -2.348 -4.173 -0.0508 0.0845 -0.0051
C 6.860 -1.545 -5.302 -0.0311 0.0329 0.1286
C 6.111 -0.375 -5.241 0.0018 -0.0427 0.0743
C 5.478 -0.018 -4.055 0.0201 -0.0411 0.0330
C 5.902 1.227 -0.628 -0.1597 0.1827 0.0873
C 5.688 1.940 0.560 -0.0823 -0.1039 -0.0550
C 6.571 2.936 0.970 -0.0297 -0.0197 -0.0132
C 7.698 3.231 0.211 -0.0445 -0.0777 -0.0551
C 7.942 2.513 -0.954 -0.0806 0.0251 0.0739
C 7.054 1.525 -1.366 -0.1236 0.0419 0.0238
C 5.102 -1.723 -0.017 -0.3485 0.0948 0.1934
C 6.402 -1.717 0.496 -0.0452 0.0606 0.0138
C 6.877 -2.772 1.265 -0.0235 -0.0975 -0.0430
C 6.058 -3.864 1.526 0.0079 0.1206 -0.0952
C 4.766 -3.883 1.018 -0.0168 0.0366 -0.0349
C 4.285 -2.821 0.256 0.0376 0.0345 0.0240
H 1.225 -0.031 -3.142 0.0451 0.1602 -0.0784
H 2.645 -1.043 -3.488 -0.0275 -0.0912 -0.0522
H 2.419 0.991 -1.214 -0.0912 0.1953 0.2186
H 3.314 1.243 -2.716 0.0285 0.1055 0.0483
H 6.401 -2.629 -2.124 0.0097 0.0148 -0.0497
H 7.544 -3.264 -4.212 -0.0307 0.0066 0.0096
H 7.358 -1.828 -6.222 -0.0025 -0.0064 -0.0155
H 6.019 0.259 -6.116 -0.0032 -0.0081 0.0257
H 4.907 0.908 -4.031 0.0665 -0.0786 -0.0334
H 4.829 1.681 1.178 -0.0473 0.0144 0.0164
H 6.386 3.471 1.896 -0.0114 -0.0335 -0.0414
H 8.387 4.005 0.531 -0.0130 -0.0110 0.0032
H 8.828 2.722 -1.544 -0.0119 -0.0027 -0.0086
H 7.261 0.981 -2.280 -0.0037 0.0169 0.0284
H 7.054 -0.873 0.294 -0.0194 -0.0663 0.0503
H 7.891 -2.747 1.649 -0.0405 0.0220 0.0069
H 6.428 -4.696 2.113 -0.0040 -0.0014 0.0265
H 4.124 -4.738 1.201 0.0013 0.0445 0.0076
H 3.279 -2.868 -0.143 -0.0317 0.0143 -0.0414
```
Positions in Å, forces in eV/Å.

- Total energy: -7213.1480 a.u.
- Relative energy (zero: lowest compared OMol25 entry of this formula, charge and spin): 1.267 eV
- Kohn-Sham gap: 7.156 eV
- Charge: -2

Record 2
Formula: C3H6NO
Source: the OMol25 dataset
Level of theory: ωB97M-V/def2-TZVPD

Structure (XYZ):
```
11
Properties=species:S:1:pos:R:3:forces:R:3
C -1.188 -0.648 -0.194 0.8172 -0.3732 -0.0113
C 0.209 -0.513 0.407 -0.7768 1.5655 -0.3913
C -0.181 0.900 0.432 -0.4591 5.1203 3.3083
N 0.870 0.452 -0.512 2.1823 0.1916 -0.4826
O -1.401 0.770 -0.170 0.6649 0.7755 0.0932
H -1.196 -1.001 -1.203 -0.5766 -0.8250 -0.4132
H -1.831 -1.013 0.549 -1.1191 -1.4028 0.4258
H 0.907 -0.971 1.022 0.4665 -1.5797 1.1832
H -0.036 2.089 1.356 -0.0851 -3.9919 -3.2316
H 1.856 0.703 -0.210 -1.5054 -0.4088 -0.9328
H 0.681 0.231 -1.506 0.3911 0.9283 0.4523
```
Positions in Å, forces in eV/Å.

- Total energy: -247.4803 a.u.
- Relative energy (zero: lowest compared OMol25 entry of this formula, charge and spin): 3.695 eV
- Kohn-Sham gap: 12.347 eV
- Charge: +1

Record 3
Formula: C15H28F3NO5PS
Source: the OMol25 dataset
Level of theory: ωB97M-V/def2-TZVPD

Structure (XYZ):
```
54
Properties=species:S:1:pos:R:3:forces:R:3
C 1.553 -0.509 -2.520 0.1588 -0.1418 -0.2349
P 2.098 1.226 -2.280 -0.1535 0.3185 1.0995
C 0.914 2.271 -3.186 -0.2015 -0.0876 -0.2898
C 3.615 1.249 -3.328 0.6480 -0.0042 -0.2552
O 3.730 2.396 -4.186 -0.0786 -0.5375 -0.1518
C 5.012 2.338 -4.646 -0.0553 0.1197 0.5193
O 5.393 2.651 -5.709 0.1551 0.3610 -0.2914
O 5.821 1.822 -3.654 -0.2307 -0.6082 -0.0650
C 4.996 1.256 -2.645 -0.2692 0.3044 -0.0183
S 5.284 2.412 -1.234 0.3567 0.3164 -0.0441
O 6.707 2.533 -1.139 -0.3044 0.0113 -0.0124
O 4.428 3.556 -1.340 -0.0550 -0.3395 0.0606
C 4.885 1.494 0.349 0.1540 -0.0471 -0.2703
F 5.312 2.262 1.326 0.1860 0.2732 0.3353
F 5.558 0.347 0.352 0.1346 -0.2387 -0.0761
F 3.609 1.224 0.548 -0.4907 -0.0261 -0.0637
H 1.748 -0.926 -3.515 -0.1795 0.0801 0.1127
H 2.082 -1.117 -1.777 -0.1159 0.0199 -0.1626
H 0.483 -0.566 -2.296 0.1062 -0.0245 -0.0668
H -0.080 1.972 -2.828 0.1486 0.0938 -0.0566
H 0.929 2.191 -4.277 0.0568 0.0490 0.1389
H 1.080 3.305 -2.871 0.0051 -0.1473 -0.2037
H 3.652 0.358 -3.978 -0.2135 0.0545 0.1130
H 5.326 0.261 -2.339 0.1926 0.1721 -0.0933
C -4.781 -3.657 2.532 0.0018 0.0536 0.0221
C -4.396 -2.455 3.393 -0.0201 -0.1980 -0.1398
C -4.349 -1.124 2.659 -0.0140 0.0715 0.1392
N -3.120 -0.808 1.781 -0.1575 0.0109 -0.0800
C -1.985 -1.783 1.980 0.1200 0.0129 -0.0315
C -0.710 -1.378 1.254 0.0174 0.1055 -0.0165
C -0.261 0.020 1.661 0.0259 0.0080 -0.0374
C -1.388 1.017 1.425 0.0803 -0.0604 -0.0319
C -2.651 0.587 2.145 0.0014 0.0758 -0.0597
C -3.569 -0.833 0.354 0.0838 -0.0544 0.0044
H -4.094 -3.834 1.702 0.0128 -0.0078 0.0045
H -4.796 -4.564 3.134 -0.0093 -0.0050 -0.0036
H -5.779 -3.524 2.112 0.0044 0.0053 -0.0169
H -3.479 -2.643 3.951 0.0105 0.0227 -0.0022
H -5.167 -2.326 4.156 -0.0017 0.0474 0.0006
H -4.416 -0.307 3.373 0.0648 -0.0239 0.0364
H -5.214 -1.049 2.003 0.0059 0.0494 -0.0140
H -1.794 -1.825 3.050 -0.0147 0.0086 0.0162
H -2.334 -2.754 1.640 -0.0298 -0.0252 0.0884
H 0.052 -2.116 1.506 -0.0339 -0.0355 0.0231
H -0.842 -1.438 0.171 0.0014 -0.0140 0.0001
H 0.630 0.316 1.107 -0.0053 -0.0076 -0.0139
H 0.012 0.020 2.721 -0.0017 0.0064 0.0030
H -1.572 1.146 0.355 -0.0085 -0.0038 0.0050
H -1.114 2.002 1.803 -0.0546 0.0146 0.0171
H -3.487 1.252 1.930 -0.0204 0.0016 0.0648
H -2.484 0.572 3.223 0.0039 -0.0158 0.0022
H -4.352 -0.090 0.225 -0.0114 -0.0082 0.0018
H -3.955 -1.826 0.134 -0.0108 0.0049 -0.0038
H -2.740 -0.605 -0.306 0.0043 -0.0113 -0.0007
```
Positions in Å, forces in eV/Å.

- Total energy: -2058.1730 a.u.
- Kohn-Sham gap: 8.682 eV
- Charge: +1

Record 4
Formula: C5H8O3
Source: the OMol25 dataset
Level of theory: ωB97M-V/def2-TZVPD

Structure (XYZ):
```
16
Properties=species:S:1:pos:R:3:forces:R:3
C -0.923 -0.328 1.226 3.4000 -0.8460 1.9833
C -0.174 0.157 -0.005 -0.3445 -0.4237 -2.5968
C 1.212 -0.566 -0.091 -0.2741 -0.3516 1.9780
C -0.090 1.668 -0.150 0.7978 -0.6196 4.8746
C -1.208 -0.319 -1.150 -3.1370 0.3881 -1.3385
H -0.390 -0.032 2.254 -1.2530 -0.6617 -2.2568
H -1.958 -0.180 1.229 -1.4038 0.8345 0.0476
H -0.814 -1.410 1.006 -0.1775 0.2595 1.0831
H 1.905 -0.512 0.745 -1.3855 0.0921 1.5729
H 0.922 -1.571 -0.229 -0.3426 -1.6348 0.1338
H 3.181 -0.463 -0.820 -5.5485 1.1579 -1.0643
H 0.548 2.055 0.874 -0.8593 -0.1366 -2.6870
H -1.462 0.685 -1.922 0.7991 -3.2117 1.6464
O 2.065 -0.207 -1.075 6.0633 0.5498 -2.4764
O -0.837 2.341 -0.768 0.0974 1.1348 -0.8402
O -1.977 -1.317 -1.123 3.5683 3.4690 -0.0598
```
Positions in Å, forces in eV/Å.

- Total energy: -420.8874 a.u.
- Relative energy (zero: lowest compared OMol25 entry of this formula, charge and spin): 4.588 eV
- Kohn-Sham gap: 9.431 eV
- SMILES string: CC(C=O)(C=O)CO